Record 1
The following is a quantum chemistry calculation of a 2-piece molecular cluster, CH7ISi2 overall at a distorted geometry, from OMol25.

Structure (XYZ):
```
11
Properties=species:S:1:pos:R:3:forces:R:3
H -1.9688 0.6770 0.0467 0.5 0.0 -0.6
I -2.7971 -0.7028 2.3765 -0.5 0.5 -0.1
H -0.5133 -1.5130 -0.9813 1.3 0.1 0.9
H 1.7180 -1.9518 0.4439 -1.0 0.5 -0.3
H 2.3690 0.9138 -0.3229 0.4 -0.1 0.5
H -0.2190 -0.2900 1.1352 1.0 -1.1 -0.7
C 1.4505 0.5988 -0.7846 -1.1 0.3 -1.1
H 1.6864 0.5125 -1.8613 0.0 -0.5 0.4
H 0.8143 1.5330 -0.8142 0.2 -1.1 0.5
Si 0.6012 -0.9862 0.0007 -0.5 1.9 -0.2
Si -3.1411 1.2086 0.7615 -0.3 -0.5 0.8
```
Forces are in eV/Å.

The calculation puts the largest force on an atom at 2.01 eV Å⁻¹. Its LUMO energy is -1.34 eV. The calculation puts the electronic energy at -25004.4518 eV. The calculation puts the HOMO energy at -8.9 eV. The calculation puts the energy relative to the best compared isomer or geometry (same formula, charge and spin) at 161.2 kJ/mol.

Record 2
The following is a quantum chemistry calculation of a 2-piece molecular cluster, CH7N2 overall at a distorted geometry, from OMol25.

Structure (XYZ):
```
10
Properties=species:S:1:pos:R:3:forces:R:3
N -1.4534 -0.0627 1.0446 -0.2 -1.8 -1.0
C 1.7339 0.0810 -1.5981 0.3 0.2 1.7
H -0.6836 -0.0944 0.2289 -0.6 0.8 1.3
H 2.8129 0.2748 -1.6829 -0.2 0.0 0.6
H -2.3755 0.3494 0.7018 1.1 -1.6 0.1
H -1.4535 -1.1574 1.3653 -0.6 3.6 -0.5
H -1.2572 0.6290 1.7851 0.8 -0.9 0.0
N 1.0752 0.0126 -0.4900 -0.9 -0.2 -3.4
H 1.3228 -0.0285 -2.5531 -1.3 -0.4 -1.2
H 1.7233 0.1899 0.1988 1.7 0.4 2.5
```
Forces are in eV/Å.

As for the charge: +1. The calculation puts the largest force on an atom at 3.72 eV Å⁻¹. Its LUMO energy is -4.00 eV. The calculation puts the electronic energy at -4122.9748 eV. The calculation puts the HOMO energy at -15.4 eV. The calculation puts the energy relative to the best compared isomer or geometry (same formula, charge and spin) at 90.5 kJ/mol.

Record 3
The following is a quantum chemistry calculation of a 2-piece molecular cluster, CH7N2 overall at a distorted geometry, from OMol25.

Structure (XYZ):
```
10
Properties=species:S:1:pos:R:3:forces:R:3
H -0.9954 0.2645 -1.3103 -0.1 -0.8 0.4
C -0.9272 1.4127 0.2815 0.2 0.4 -0.9
N -0.5823 0.3658 -0.3716 -0.5 0.1 0.1
H 1.5644 -1.6313 -0.8498 0.0 0.3 -0.3
H 2.0133 -1.2106 0.7802 0.0 0.6 -0.1
H -0.2861 1.8867 1.0294 -0.6 -0.5 0.6
N 1.2600 -1.4386 0.1115 1.1 -2.4 0.7
H 0.0490 -0.3945 0.0125 -0.5 1.5 -0.6
H -1.8357 1.8764 -0.1248 0.4 0.5 0.3
H 0.6003 -2.1427 0.5030 0.0 0.3 -0.2
```
Forces are in eV/Å.

As for the expectation value of S²: 0.7556. As for the charge: +2. The calculation puts the largest force on an atom at 2.72 eV Å⁻¹. Its LUMO energy (spin up / spin down) is -10.65 / -15.80 eV. The calculation puts the electronic energy at -4107.5768 eV. The spin multiplicity is 2. The calculation puts the HOMO energy (spin up / spin down) at -23.9 / -24.0 eV. The calculation puts the energy relative to the best compared isomer or geometry (same formula, charge and spin) at 29.4 kJ/mol.

Record 4
The following is a quantum chemistry calculation of a 2-piece molecular cluster, CH7N2O overall at a distorted geometry, from OMol25.

Structure (XYZ):
```
11
Properties=species:S:1:pos:R:3:forces:R:3
H -1.1547 0.0198 1.2965 0.9 1.7 -0.3
H -2.2033 -0.1262 -1.9387 2.7 0.3 0.6
O -1.2079 0.0244 -1.7234 -2.8 0.2 -0.9
N -0.4283 0.7977 1.1346 -2.0 -1.6 -0.5
H -0.0303 -0.6144 -0.9049 -0.7 -0.7 0.5
H 1.2838 -0.1800 1.7460 -0.4 -0.9 0.1
H 1.4834 0.7615 0.3661 -0.5 0.4 0.5
N 0.6608 -0.9986 -0.1888 0.5 0.1 -0.9
H 1.5034 -0.8490 -0.7866 -0.5 -0.6 0.9
C 0.7375 0.0549 0.8200 3.7 1.1 -0.4
H -0.6442 1.1100 0.1792 -1.1 0.1 0.3
```
Forces are in eV/Å.

As for the charge: -1. The calculation puts the largest force on an atom at 3.89 eV Å⁻¹. Its LUMO energy is 4.76 eV. The calculation puts the electronic energy at -6177.4162 eV. The calculation puts the HOMO energy at -3.2 eV. The calculation puts the energy relative to the best compared isomer or geometry (same formula, charge and spin) at 88.9 kJ/mol.

Record 5
The following is a quantum chemistry calculation of a 2-piece molecular cluster, CH7N2O overall at a distorted geometry, from OMol25.

Structure (XYZ):
```
11
Properties=species:S:1:pos:R:3:forces:R:3
H -0.8175 0.4066 -0.2155 0.1 0.5 0.2
H -2.8042 1.9431 1.5127 -0.6 0.0 0.7
C 0.4480 -1.0894 -0.4945 -0.3 0.8 1.2
H 0.7887 0.9240 -0.6258 0.1 0.1 0.2
H -0.4025 -1.7588 -0.3519 0.3 -0.1 -0.6
N 0.1697 0.1874 -0.3215 -0.5 -0.9 -0.6
H 1.8289 -2.4764 -0.9763 -0.1 -0.2 0.4
H -1.2999 2.3236 1.5270 -0.3 0.2 0.4
N 1.6618 -1.5691 -0.5688 0.2 -0.1 -0.6
H 2.4709 -0.9748 -0.4547 0.0 0.1 -0.2
O -2.0440 2.0837 0.9693 1.0 -0.3 -1.1
```
Forces are in eV/Å.

As for the charge: +1. The calculation puts the largest force on an atom at 1.56 eV Å⁻¹. Its LUMO energy is -4.12 eV. The calculation puts the electronic energy at -6172.0188 eV. The calculation puts the HOMO energy at -15.4 eV. The calculation puts the energy relative to the best compared isomer or geometry (same formula, charge and spin) at 47.0 kJ/mol.

Record 6
The following is a quantum chemistry calculation of a 2-piece molecular cluster, CH7N2O overall at a distorted geometry, from OMol25.

Structure (XYZ):
```
11
Properties=species:S:1:pos:R:3:forces:R:3
N -2.4475 0.1382 0.3326 0.5 0.5 1.2
H 3.1415 0.3561 -0.6353 0.7 -0.1 -0.3
H -0.1903 0.1839 1.0975 0.1 0.7 -0.4
O 2.3995 0.7734 -0.2163 -1.3 -0.5 0.1
H 0.7379 0.1437 -0.2648 -0.4 0.4 -0.9
N -0.0874 -0.3068 0.1910 -0.6 -0.3 3.7
H -3.3591 -0.0849 -0.0527 -0.1 0.0 0.0
H 2.6700 1.5934 0.1834 0.4 0.5 0.1
H -1.6443 -1.1364 -1.0783 0.2 -0.2 0.5
H 0.3232 -1.1485 0.6248 -0.3 -0.5 -0.9
C -1.5436 -0.5122 -0.1820 0.7 -0.5 -3.1
```
Forces are in eV/Å.

As for the charge: +1. The calculation puts the largest force on an atom at 3.71 eV Å⁻¹. Its LUMO energy is -3.51 eV. The calculation puts the electronic energy at -6170.6878 eV. The calculation puts the HOMO energy at -16.0 eV. The calculation puts the energy relative to the best compared isomer or geometry (same formula, charge and spin) at 175.4 kJ/mol.

Record 7
The following is a quantum chemistry calculation of a 2-piece molecular cluster, CH7N2O overall at a distorted geometry, from OMol25.

Structure (XYZ):
```
11
Properties=species:S:1:pos:R:3:forces:R:3
N 0.8636 0.9991 0.8980 0.3 -1.3 1.9
H 0.8785 0.7115 -1.4035 0.0 0.2 -0.9
H 1.7271 -0.8549 -1.5592 -0.9 1.1 0.8
N 1.2706 -0.1067 -0.9873 0.8 -2.0 0.5
C 1.2620 -0.1292 0.3433 0.0 1.6 -2.5
H -3.5794 -0.8549 0.3730 0.3 0.6 0.2
H 1.6587 -1.0261 0.8104 -0.2 0.4 0.6
H -2.6487 -1.1400 -0.7181 0.3 0.2 -0.2
H 0.8368 1.0804 1.9094 -0.1 0.0 -0.3
H 0.5159 1.7870 0.3741 0.0 0.0 -0.1
O -2.7850 -0.4663 -0.0400 -0.5 -0.9 0.0
```
Forces are in eV/Å.

As for the charge: +1. The calculation puts the largest force on an atom at 3.00 eV Å⁻¹. Its LUMO energy is -4.13 eV. The calculation puts the electronic energy at -6171.7325 eV. The calculation puts the HOMO energy at -14.8 eV. The calculation puts the energy relative to the best compared isomer or geometry (same formula, charge and spin) at 74.6 kJ/mol.

Record 8
The following is a quantum chemistry calculation of a 2-piece molecular cluster, CH7N2S overall at a distorted geometry, from OMol25.

Structure (XYZ):
```
11
Properties=species:S:1:pos:R:3:forces:R:3
N 1.1683 0.1264 0.2171 0.3 0.7 -1.7
H 0.3238 -0.4746 1.9624 -0.8 0.0 -0.3
H -0.5952 -1.2022 -2.8488 0.0 0.0 -0.1
C 0.0941 0.2717 1.1793 0.8 0.0 0.8
S 0.4864 -1.6533 -2.1968 -0.2 -0.4 -0.5
H 0.9022 -0.3366 -0.7142 -0.1 -0.3 1.5
H -1.3956 -0.3973 -0.0337 0.1 -0.3 0.4
N -1.3043 0.2690 0.7411 0.3 0.2 -1.2
H 1.4641 1.0166 -0.1878 -0.1 0.2 0.6
H -1.3091 1.1389 0.1976 -0.6 -0.1 0.2
H 0.1652 1.2414 1.6836 0.5 0.0 0.1
```
Forces are in eV/Å.

As for the charge: -1. The calculation puts the largest force on an atom at 1.81 eV Å⁻¹. Its LUMO energy is 4.36 eV. The calculation puts the electronic energy at -14966.6590 eV. The calculation puts the HOMO energy at -3.0 eV. The calculation puts the energy relative to the best compared isomer or geometry (same formula, charge and spin) at 50.8 kJ/mol.